# C48H93BrN4O14

A cluster of 5 separate species, C48H93BrN4O14 in total (ωB97M-V/def2-TZVPD, the Open Molecules 2025 dataset).

```
160
Properties=species:S:1:pos:R:3:forces:R:3:lowdin_charge:R:1
C 5.40966 -1.84131 1.69670 -0.327 -1.015 0.099 0.08
C 4.43355 -2.58522 1.65138 0.889 -0.471 -1.783 -0.13
C 3.43081 -3.70136 1.15382 0.120 0.919 1.567 -0.20
C 2.14156 -3.12051 0.43092 0.280 -0.765 -0.382 -0.60
Br 1.18386 -2.13339 1.85544 0.217 -0.270 -0.774 0.92
C 2.29156 -2.22201 -0.87532 0.027 0.130 -0.522 -0.17
C 3.73327 -1.88989 -1.45603 0.689 0.673 0.701 -0.15
C 3.72171 -1.10160 -2.83431 0.736 0.364 0.231 -0.19
C 3.11876 0.37153 -2.73557 0.070 0.088 -1.526 -0.18
C 1.72853 0.54301 -3.54224 0.056 0.772 0.993 -0.17
C 0.47236 0.54997 -2.52993 0.764 0.295 -0.347 -0.20
C -0.30874 1.94239 -2.55370 0.051 -0.267 0.270 -0.19
C -0.80093 2.43007 -1.10189 -0.260 0.023 -0.564 -0.15
C -1.31507 1.23739 -0.18498 0.191 -0.055 -1.184 -0.18
O -2.00109 1.70054 1.00992 0.831 -1.061 0.677 -0.07
C -1.45205 1.09866 2.15859 1.195 0.524 1.227 -0.44
C -1.78544 -0.40636 2.53164 0.411 0.456 -0.583 0.00
O -0.71934 1.77181 2.87511 -1.522 -1.195 -1.295 0.08
C 1.61497 -3.10381 -2.03137 0.031 0.852 1.755 -0.36
O 1.05301 -2.77539 -3.03893 1.347 -1.228 1.395 0.15
O 1.82688 -4.43677 -1.50556 -0.708 0.463 -0.577 0.00
C 1.27505 -4.33813 -0.15316 -1.955 0.096 -0.450 -0.38
C -0.25068 -4.02604 -0.49796 -0.336 0.575 0.593 -0.04
C -1.40378 -3.81242 -0.86249 1.058 -1.198 -0.472 0.14
C 1.24042 -5.71863 0.61534 -0.447 -0.696 -0.238 -0.10
C 0.29035 -5.74321 1.90572 -0.187 -0.603 0.052 -0.13
C -1.14155 -6.42477 1.62090 0.873 -0.128 0.316 -0.16
O -2.11033 -5.88555 2.57911 -0.912 0.304 -1.665 -0.07
C -2.82150 -4.79551 2.03048 0.825 2.194 -0.024 -0.45
C -4.11177 -4.96473 1.14008 -0.046 -1.123 -0.010 0.01
O -2.40329 -3.66864 2.26407 -0.966 -2.078 -0.255 0.07
H 6.40062 -1.30963 1.72405 -1.945 -0.689 0.152 0.06
H 3.93645 -4.51170 0.55277 -0.265 1.227 0.407 0.13
H 3.06173 -4.20126 2.11279 0.387 0.524 -1.345 0.11
H 1.78208 -1.25686 -0.59225 0.342 -1.014 -1.037 0.10
H 4.42728 -2.79682 -1.49986 -1.195 0.976 -0.054 0.13
H 4.22617 -1.18844 -0.69965 -0.614 -0.970 -0.994 0.11
H 3.22776 -1.64941 -3.68840 0.435 0.434 1.089 0.10
H 4.81917 -0.98400 -3.13479 -1.395 -0.313 0.457 0.11
H 3.84924 1.06506 -3.27375 -0.784 -0.903 0.817 0.10
H 3.05194 0.75870 -1.67336 -0.086 -0.572 -1.128 0.11
H 1.78285 1.56323 -4.04046 -0.194 -1.196 0.514 0.09
H 1.61649 -0.21872 -4.36712 0.215 0.656 1.041 0.10
H 0.90403 0.41590 -1.48955 -0.573 0.062 -1.197 0.07
H -0.18223 -0.34472 -2.75965 0.542 1.143 0.423 0.11
H 0.37558 2.76990 -2.94453 -0.894 -1.175 0.396 0.10
H -1.17387 1.85010 -3.27958 0.853 0.221 0.882 0.11
H -1.65999 3.15350 -1.29093 1.045 -0.839 0.541 0.12
H 0.05807 3.01796 -0.65264 -1.102 -0.814 -0.125 0.12
H -0.46065 0.56343 0.12412 -0.902 0.698 -0.465 0.11
H -2.05517 0.64139 -0.80259 0.832 0.479 0.706 0.14
H -2.82912 -0.43429 2.96334 1.131 -0.145 -0.620 0.11
H -1.03319 -0.77707 3.29830 -1.131 0.735 -0.844 0.05
H -1.66889 -1.08876 1.63094 -0.560 0.891 1.034 0.06
H -2.39082 -3.91722 -1.39404 1.627 0.495 1.088 0.07
H 2.24951 -6.13057 0.90611 -0.907 0.792 -0.512 0.12
H 0.79319 -6.47606 -0.11646 0.734 1.048 0.775 0.14
H 0.79393 -6.40793 2.68423 -0.585 1.021 -0.920 0.12
H 0.11346 -4.73404 2.37750 0.225 -1.029 -0.694 0.08
H -1.07059 -7.53913 1.84674 -0.195 1.447 -0.428 0.13
H -1.47763 -6.26405 0.55349 0.309 -0.136 1.168 0.11
H -4.34091 -6.05549 0.92943 0.266 1.274 0.374 0.09
H -4.99466 -4.49663 1.66561 1.095 -0.509 -0.395 0.09
H -4.02468 -4.46040 0.13005 0.272 -0.430 1.391 0.07
C -6.12886 -4.50383 -6.07352 -0.245 -0.205 0.011 -0.11
O -6.20796 -5.91904 -6.11425 0.254 0.306 -0.263 -0.19
C -5.18191 -6.54941 -6.88050 0.049 -0.445 0.214 -0.20
C -4.05964 -7.10974 -6.00260 -0.133 0.386 -0.121 -0.21
N -3.23276 -6.06386 -5.40776 -0.210 -0.066 0.281 -0.05
C -2.44820 -6.46642 -4.23446 -0.076 0.120 -0.118 -0.19
C -3.11671 -7.24294 -3.08633 0.276 0.078 0.074 -0.22
O -3.99905 -6.49069 -2.26218 0.079 -0.092 -0.005 -0.21
C -5.22901 -6.13793 -2.87010 0.086 0.140 0.260 -0.09
H -7.09669 -4.12475 -5.74497 -0.016 -0.083 -0.055 0.09
H -5.39005 -4.16572 -5.34814 0.175 0.188 0.007 0.06
H -5.89733 -4.07885 -7.05547 0.019 -0.043 0.046 0.09
H -4.79903 -5.88866 -7.66607 0.032 0.113 0.164 0.12
H -5.66356 -7.39642 -7.37705 0.041 0.030 -0.002 0.12
H -3.42432 -7.75996 -6.61306 -0.026 -0.017 -0.001 0.12
H -4.54170 -7.73199 -5.24294 -0.057 -0.133 -0.069 0.09
H -3.80637 -5.27336 -5.15069 -0.020 -0.083 -0.076 0.06
H -2.03135 -5.54622 -3.81267 0.073 -0.110 0.007 0.12
H -1.59839 -7.05741 -4.59341 -0.032 -0.093 0.117 0.12
H -2.31174 -7.56328 -2.41763 -0.030 0.087 -0.022 0.12
H -3.60019 -8.16694 -3.42193 -0.149 0.089 -0.109 0.11
H -5.65691 -6.95997 -3.44880 0.066 0.090 -0.101 0.09
H -5.08693 -5.25007 -3.48507 -0.213 -0.059 -0.249 0.06
H -5.93804 -5.87047 -2.08439 0.121 -0.096 0.088 0.09
C -0.33324 0.16365 5.94981 -0.144 -0.125 -0.053 -0.10
O -0.42038 -1.25416 5.93072 0.232 0.227 -0.259 -0.19
C 0.60174 -1.90145 5.17471 -0.054 -0.428 0.367 -0.26
C 1.72090 -2.45259 6.06196 -0.104 0.395 -0.149 -0.20
N 2.55263 -1.40146 6.63965 -0.179 -0.050 0.272 -0.05
C 3.33454 -1.78862 7.81968 -0.079 0.089 -0.141 -0.19
C 2.66223 -2.54244 8.98061 0.214 0.124 0.131 -0.22
O 1.78516 -1.77274 9.79081 0.071 -0.194 -0.075 -0.18
C 0.55733 -1.42378 9.17822 0.109 0.136 0.252 -0.10
H -1.29911 0.55277 6.27257 -0.025 -0.083 -0.056 0.10
H 0.40728 0.50815 6.67075 0.160 0.163 0.045 0.06
H -0.09958 0.57347 4.96193 -0.014 -0.013 0.088 0.07
H 0.98841 -1.25566 4.37918 0.071 0.184 0.255 0.05
H 0.11529 -2.75438 4.69140 0.025 0.016 -0.017 0.11
H 2.35353 -3.11638 5.46225 -0.013 -0.020 -0.017 0.12
H 1.23548 -3.05953 6.83173 -0.065 -0.132 -0.072 0.09
H 1.98285 -0.60387 6.88338 -0.032 -0.088 -0.076 0.06
H 3.75564 -0.86391 8.22632 0.033 -0.106 0.019 0.12
H 4.18165 -2.39000 7.47049 -0.034 -0.105 0.103 0.11
H 3.46550 -2.85562 9.65457 -0.035 0.082 -0.026 0.12
H 2.17405 -3.46971 8.66006 -0.138 0.078 -0.134 0.11
H 0.12446 -2.25349 8.61365 0.062 0.081 -0.111 0.09
H 0.70357 -0.54738 8.54817 -0.220 -0.058 -0.240 0.06
H -0.14941 -1.13971 9.95969 0.133 -0.088 0.087 0.09
C 1.56324 4.15709 -6.39080 -0.070 -0.167 0.255 -0.11
O 1.62874 4.49509 -5.01525 0.316 0.038 -0.336 -0.21
C 2.59693 5.49390 -4.69487 -0.186 0.246 0.417 -0.20
C 1.96870 6.87904 -4.52021 0.067 -0.267 -0.311 -0.21
N 1.51483 7.45627 -5.78182 -0.265 -0.120 0.083 -0.06
C 0.52672 8.53574 -5.66575 0.089 -0.104 -0.060 -0.19
C -0.70620 8.36264 -4.76120 -0.081 0.185 -0.169 -0.22
O -1.70519 7.47412 -5.24226 0.111 0.086 0.145 -0.18
C -1.35824 6.10280 -5.19530 -0.243 0.130 -0.149 -0.10
H 1.04296 3.20260 -6.47557 0.050 -0.008 0.088 0.09
H 0.98433 4.88737 -6.95414 0.018 0.104 -0.222 0.06
H 2.55880 4.05848 -6.83560 -0.034 0.035 0.040 0.09
H 3.42254 5.50369 -5.41515 -0.158 0.020 -0.126 0.12
H 3.01509 5.19955 -3.72796 0.009 0.027 -0.035 0.12
H 2.70878 7.54865 -4.06956 0.000 -0.023 0.028 0.12
H 1.14848 6.75955 -3.80650 0.061 -0.026 0.143 0.09
H 1.12911 6.73472 -6.37382 0.049 -0.004 0.100 0.06
H 0.16695 8.73338 -6.68025 -0.003 0.065 0.090 0.12
H 1.06003 9.43690 -5.34291 -0.104 0.014 0.106 0.11
H -1.19719 9.33938 -4.71489 0.017 -0.066 -0.066 0.12
H -0.44372 8.12024 -3.72534 0.095 -0.176 -0.031 0.11
H -0.85043 5.83459 -4.26522 0.110 0.008 -0.086 0.09
H -0.75262 5.85281 -6.06583 0.196 -0.234 0.114 0.06
H -2.27377 5.51291 -5.26436 -0.055 0.165 0.046 0.09
C 2.20988 8.90985 4.13557 0.232 -0.081 -0.198 -0.11
O 2.81748 7.70256 3.70826 -0.113 0.170 0.442 -0.19
C 2.74788 6.63530 4.65407 -0.026 -0.439 -0.284 -0.20
C 1.63408 5.63685 4.32698 0.020 0.413 0.139 -0.21
N 0.30036 6.18146 4.56264 0.037 0.088 -0.262 -0.05
C -0.79741 5.49017 3.87318 0.052 0.069 0.072 -0.18
C -0.68526 5.16208 2.37503 -0.301 -0.062 0.067 -0.22
O -0.80106 6.27118 1.48979 0.107 -0.095 0.005 -0.18
C 0.30938 7.14675 1.48130 -0.342 0.013 -0.124 -0.10
H 2.58310 9.71418 3.50124 0.075 -0.064 0.010 0.09
H 1.12862 8.87908 4.00977 -0.196 0.081 0.132 0.06
H 2.44971 9.14149 5.17851 -0.019 -0.045 -0.036 0.09
H 2.67686 7.00896 5.68173 -0.156 0.100 -0.083 0.12
H 3.70000 6.10389 4.56848 -0.036 0.008 0.030 0.12
H 1.76692 4.74369 4.94640 0.027 -0.010 -0.028 0.12
H 1.77747 5.34324 3.28318 0.118 -0.102 -0.007 0.09
H 0.27401 7.15726 4.30381 0.093 -0.077 -0.008 0.06
H -1.68661 6.11392 4.00922 0.011 -0.093 -0.021 0.12
H -0.98689 4.55502 4.41107 0.018 -0.078 -0.169 0.11
H -1.53557 4.51848 2.13303 0.071 0.048 0.017 0.11
H 0.20373 4.56956 2.13426 0.103 0.101 0.059 0.11
H 1.26159 6.60986 1.49551 -0.003 0.040 0.150 0.09
H 0.23073 7.83940 2.31876 0.328 0.062 0.076 0.06
H 0.27041 7.74486 0.56884 -0.106 -0.121 -0.035 0.09
```
Forces are in eV/Å.

HOMO-LUMO gap in hartree: 0.3200
LUMO energy in eV: 0.47
F_max in eV Å⁻¹: 2.344
Multiplicity: 1
Electronic energy in hartree: -5730.62593
SMILES string: C#CC[C@@]1(Br)[C@@H](CCCCCCCCOC(C)=O)C(=O)O[C@@]1(C#C)CCCOC(C)=O.COCCNCCOC.COCCNCCOC.COCCNCCOC.COCCNCCOC